Record 1
{"formula": "C5H13N2", "method": "ωB97M-V/def2-TZVPD", "lumo_energy_ev": -3.15, "smiles": "C=NCC[C@H](C)[NH3+]", "fmax_ha_per_bohr": 0.060, "de_lowest_kcal_mol": 43.26, "homo_lumo_gap_ev": 10.52, "homo_ha": -0.50225, "charge": 1, "symbols": ["N", "N", "C", "C", "C", "C", "C", "H", "H", "H", "H", "H", "H", "H", "H", "H", "H", "H", "H", "H"], "coordinates": [[0.7168, -1.5276, 0.6466], [-1.9599, 0.1528, 0.3401], [-0.0081, 0.0580, -1.0210], [0.9227, -0.0364, 0.1698], [2.4079, 0.0140, -0.2372], [-1.2594, 0.8718, -0.7273], [-2.7282, 0.7924, 1.1045], [2.5655, 0.9985, -0.6797], [3.1294, -0.2070, 0.5394], [0.7416, 0.5748, 1.0477], [0.5631, 0.4976, -1.8457], [-1.8869, 0.9575, -1.6143], [1.1707, -1.7916, 1.5224], [-0.4120, -0.8669, -1.4390], [-3.2913, 0.2218, 1.8416], [-0.3006, -1.6380, 0.7320], [1.0366, -2.1756, -0.0771], [2.5173, -0.6600, -1.0924], [-2.8678, 1.8778, 1.1461], [-1.0575, 1.8862, -0.3565]], "forces_ev_per_a": [[-0.5582, 0.5166, 0.2024], [-0.1941, -0.2454, -0.4775], [-0.3289, 1.6922, -0.9481], [1.5896, -2.6194, -0.0180], [-1.0994, 0.4394, -0.9537], [0.0276, 0.4011, 0.9316], [-0.2035, -0.2287, 0.6872], [0.3318, 0.1026, 0.3332], [-0.0142, 0.0733, 0.1828], [-0.5101, 0.1387, -0.1351], [-0.1765, 0.1252, 0.0696], [-0.0358, -0.1461, 0.0351], [0.0005, 0.2207, 0.0141], [0.5280, -0.4402, 0.4491], [0.0688, 0.0738, 0.0453], [-0.0748, -0.1047, 0.2200], [0.0295, 0.1918, 0.0061], [0.2768, -0.1718, 0.1865], [0.0722, -0.0202, -0.4457], [0.2707, 0.0011, -0.3848]], "nbo_charge": [-0.699, -0.474, -0.460, -0.007, -0.634, -0.251, -0.003, 0.251, 0.237, 0.237, 0.243, 0.233, 0.437, 0.234, 0.187, 0.462, 0.432, 0.216, 0.166, 0.192]}

Record 2
{"formula": "C24H20N10O2", "method": "ωB97M-V/def2-TZVPD", "lumo_energy_ev": -0.90, "smiles": "N#C/C(=C\\c1ccc(/C=C(/C#N)c2nn(CCO)c(N)c2C#N)cc1)c1nn(CCO)c(N)c1C#N", "fmax_ha_per_bohr": 0.027, "homo_lumo_gap_ev": 7.30, "homo_ha": -0.30107, "symbols": ["O", "O", "N", "N", "N", "N", "N", "N", "N", "N", "N", "N", "C", "C", "C", "C", "C", "C", "C", "C", "C", "C", "C", "C", "C", "C", "C", "C", "C", "C", "C", "C", "C", "C", "C", "C", "H", "H", "H", "H", "H", "H", "H", "H", "H", "H", "H", "H", "H", "H", "H", "H", "H", "H", "H", "H"], "coordinates": [[-4.4217, 4.4957, -0.4031], [5.9866, -2.6792, -0.7795], [6.1020, 2.4250, 0.0004], [-4.4702, 1.4082, 0.2987], [-1.2051, -1.0895, -1.9589], [-2.4964, 2.3478, -0.6735], [4.3951, -0.6599, 0.2859], [0.1491, 1.4092, 0.1116], [5.4960, 0.1035, 0.1450], [-7.0338, -2.6769, -0.5790], [2.5396, 3.7154, 0.1323], [-5.0683, 0.2105, 0.4535], [3.3562, 0.1579, 0.3107], [0.9693, 0.6279, 0.2970], [1.9973, -0.3288, 0.4491], [-5.9419, -2.4223, -0.3381], [0.3672, -2.1553, 0.7252], [-4.5919, -2.1129, -0.0520], [1.7134, -1.6442, 0.6106], [6.7812, -0.5434, 0.0723], [-3.2824, 1.3037, -0.3476], [3.0674, 2.6957, 0.1598], [-5.5058, 3.6075, -0.2168], [5.1873, 1.4149, 0.0710], [-0.6117, -1.4674, 1.4488], [-5.1055, 2.5760, 0.8435], [-1.9324, -1.8349, 1.3537], [3.7946, 1.5046, 0.1811], [6.7866, -1.5744, -1.0697], [-3.1108, -0.0593, -0.6295], [-4.2641, -0.6882, -0.0754], [-3.7145, -3.1100, 0.1897], [-1.3238, -3.6746, -0.0663], [0.0028, -3.3185, 0.0425], [-2.3175, -2.8852, 0.5150], [-2.0623, -0.6270, -1.3469], [-1.5026, 2.1612, -0.7302], [-6.3863, 4.1609, 0.1342], [-5.9902, 2.2093, 1.3653], [5.1292, -2.3424, -0.4644], [7.5559, 0.2082, -0.0803], [-5.7612, 3.0956, -1.1530], [5.7101, 3.3306, -0.2065], [-2.7685, 3.2555, -0.3244], [-2.6841, -1.2959, 1.9114], [6.9685, -1.0653, 1.0164], [-4.4374, 3.0687, 1.5592], [-4.0460, -4.1350, 0.0813], [0.7604, -3.8933, -0.4686], [-4.6185, 5.1011, -1.1245], [-1.6062, -4.5281, -0.6645], [6.4564, -1.0814, -1.9990], [7.8019, -1.9509, -1.2169], [6.9802, 2.2343, -0.4547], [-0.3277, -0.6378, 2.0794], [2.5347, -2.3472, 0.5784]], "forces_ev_per_a": [[0.2572, 0.2687, -0.0025], [-0.3212, -0.3710, 0.1525], [0.1198, 0.0268, -0.0017], [0.6731, -0.2382, -0.3207], [0.2072, -0.0270, -0.1752], [-0.0160, 0.2738, -0.0312], [-0.8127, -0.3597, 0.1028], [0.1675, -0.0327, 0.0663], [-0.1915, 1.0203, 0.0204], [-0.3141, -0.0744, -0.0642], [-0.0999, 0.3352, -0.0003], [-0.3757, -0.8656, 0.1401], [1.1337, 0.3082, -0.0933], [-0.6824, 0.4922, -0.1622], [0.2294, -1.3457, 0.1994], [-0.5852, -0.2918, -0.1065], [-0.5841, -0.3247, 0.0946], [0.7663, -0.4237, 0.2904], [0.2287, 0.7443, -0.1071], [0.2796, -0.5679, -0.2640], [-0.0631, -0.4207, -0.0996], [-0.1092, 0.5446, -0.0316], [-0.3808, -0.2477, 0.1818], [-0.2677, -0.2656, 0.1265], [0.1903, -0.1465, 0.0216], [-0.2205, 0.5765, -0.1819], [-0.0651, -0.2734, 0.0924], [0.5976, -0.9578, -0.0174], [0.1868, 0.3958, -0.0180], [-0.9026, 0.6829, 0.5372], [0.2755, 1.0380, -0.0298], [-0.5625, 0.2837, -0.1857], [-0.2420, 0.0632, 0.1010], [0.1804, 0.1813, 0.1074], [0.6223, 0.0036, 0.2720], [0.4200, -0.1037, -0.5395], [-0.0902, 0.0236, 0.1124], [0.0752, -0.0994, -0.0193], [0.1468, 0.0411, -0.0351], [0.1696, -0.0514, -0.0705], [-0.0609, -0.0158, 0.0286], [-0.0266, 0.0105, 0.1332], [0.0495, 0.0032, -0.0248], [0.0333, 0.0147, -0.1453], [-0.0381, 0.0569, 0.0047], [0.0329, 0.1302, -0.0749], [-0.0973, -0.0606, 0.0087], [-0.1087, -0.0120, -0.0124], [0.0723, -0.0647, -0.0716], [0.0237, -0.0421, 0.0137], [-0.0188, -0.0774, -0.0805], [0.1331, 0.0088, 0.1101], [-0.0349, 0.1232, 0.0038], [-0.0884, 0.0673, -0.0159], [-0.0150, 0.0455, 0.0332], [0.1035, -0.0025, 0.0281]], "nbo_charge": [-0.738, -0.725, -0.796, -0.196, -0.359, -0.811, -0.323, -0.355, -0.174, -0.302, -0.312, -0.265, 0.210, 0.335, -0.220, 0.291, -0.007, -0.164, -0.046, -0.244, 0.425, 0.281, -0.076, 0.415, -0.199, -0.245, -0.187, -0.346, -0.063, -0.341, 0.163, -0.085, -0.164, -0.187, -0.074, 0.295, 0.439, 0.175, 0.249, 0.492, 0.206, 0.182, 0.412, 0.416, 0.228, 0.226, 0.217, 0.228, 0.219, 0.484, 0.219, 0.161, 0.189, 0.394, 0.222, 0.230]}